(1)
{
  "formula": "C3H7ClO2S",
  "method": "ωB97M-V/def2-TZVPD",
  "elements": ["C", "C", "C", "O", "O", "S", "Cl", "H", "H", "H", "H", "H", "H", "H"],
  "xyz": [[-0.840, 0.594, -0.267], [1.472, -0.145, 0.221], [0.578, 0.834, 0.111], [-0.493, -1.519, 2.429], [1.641, -0.888, 3.421], [0.951, -1.683, 2.452], [-1.611, -3.237, 0.305], [-0.945, -0.310, -0.861], [-1.424, 0.459, 0.646], [-1.258, 1.439, -0.808], [1.242, -1.139, -0.131], [-1.289, -2.420, 1.275], [2.491, 0.044, 0.513], [0.839, 1.844, 0.394]],
  "forces_ev_per_angstrom": [[0.005, 0.023, -0.057], [0.267, 0.338, -0.532], [-0.115, -0.347, 0.279], [0.774, 0.050, 0.272], [0.076, -0.264, -0.176], [-0.712, 0.541, 0.600], [-0.079, -0.031, -0.102], [-0.058, -0.078, -0.044], [-0.149, 0.044, 0.060], [-0.080, 0.035, -0.061], [-0.097, -0.194, -0.117], [-0.169, -0.291, -0.318], [0.187, 0.054, 0.112], [0.151, 0.120, 0.085]],
  "lowdin_charge": [-0.10, -0.11, -0.21, -0.48, -0.39, 0.90, 0.26, 0.06, 0.08, 0.07, 0.05, -0.30, 0.06, 0.10],
  "homo_lumo_gap_ev": 8.8,
  "e_homo_ha": -0.3753
}

---

(2)
{
  "formula": "H8O4Rb",
  "method": "ωB97M-V/def2-TZVPD",
  "elements": ["Rb", "O", "H", "H", "O", "H", "H", "O", "H", "H", "O", "H", "H"],
  "xyz": [[-0.088, -0.187, 0.150], [-1.270, 0.851, -1.077], [-1.977, 0.869, -1.723], [-1.473, 1.569, -0.478], [1.166, 1.274, 0.345], [1.666, 0.769, 0.986], [1.370, 2.187, 0.547], [1.363, -1.068, -0.957], [0.558, -1.234, -1.448], [2.060, -1.140, -1.609], [-1.217, -1.243, 1.379], [-1.566, -0.778, 2.139], [-0.593, -1.869, 1.746]],
  "forces_ev_per_angstrom": [[-2.012, -4.343, 2.273], [-5.450, 4.282, -5.573], [-0.471, 0.419, -0.608], [-0.351, 0.662, -0.079], [6.817, 8.931, 1.602], [0.911, 0.357, 0.309], [0.786, 0.807, 0.021], [5.340, -3.400, -4.553], [0.619, -0.792, -1.144], [0.615, -0.382, -0.336], [-5.978, -5.530, 6.899], [-0.676, -0.244, 0.693], [-0.149, -0.768, 0.496]],
  "lowdin_charge": [1.86, -0.32, 0.08, 0.05, -0.36, 0.04, 0.08, -0.31, 0.01, 0.08, -0.35, 0.06, 0.05],
  "homo_lumo_gap_ev": 10.2,
  "total_charge": 1,
  "e_homo_ha": -0.5079
}

---

(3)
{
  "formula": "C6H13NO",
  "method": "ωB97M-V/def2-TZVPD",
  "elements": ["C", "C", "C", "C", "C", "C", "N", "H", "H", "H", "H", "H", "H", "H", "H", "H", "H", "H", "H", "H", "O"],
  "xyz": [[-0.055, -2.672, -0.582], [0.132, -2.089, 0.789], [0.013, -0.575, 1.058], [-0.415, 0.193, -0.202], [-1.674, 0.481, -0.358], [1.700, 0.762, -1.207], [0.500, 0.267, -1.231], [-1.057, -2.604, -0.975], [0.678, -2.436, -1.372], [0.182, -3.783, -0.585], [-0.641, -2.709, 1.470], [1.133, -2.424, 1.038], [-0.673, -0.267, 1.902], [1.051, -0.126, 1.367], [-2.101, 0.811, -1.346], [-2.473, 0.363, 0.232], [2.252, 0.798, -2.113], [2.195, 1.234, -0.385], [-0.954, 2.941, 1.620], [-0.108, 3.165, 0.367], [-0.149, 3.321, 1.301]],
  "forces_ev_per_angstrom": [[0.681, -1.941, -1.621], [-1.213, -1.504, 1.803], [1.354, 2.124, 0.644], [4.075, -1.629, -0.067], [-2.094, 1.967, -4.278], [1.257, 0.207, 0.393], [-2.961, -0.230, 0.013], [-0.283, 0.374, -0.222], [-0.392, 1.079, 0.453], [-0.604, 0.747, 0.744], [1.744, 1.453, -1.125], [0.159, 0.021, 0.688], [0.539, -0.791, -0.768], [-1.692, -1.004, -0.493], [1.073, -0.050, 0.644], [-2.331, -0.930, 3.086], [0.443, -0.104, -0.856], [0.172, 0.323, 1.006], [-0.732, -0.598, -0.104], [-0.124, -0.532, -0.805], [0.930, 1.019, 0.864]],
  "lowdin_spin": [0.01, 0.01, 0.02, 0.08, 0.09, 0.37, 0.24, 0.00, 0.00, 0.00, 0.00, 0.00, 0.01, 0.01, 0.01, 0.02, 0.05, 0.06, 0.00, 0.01, 0.01],
  "spin_multiplicity": 2,
  "homo_lumo_gap_ev": [3.8, 7.2],
  "total_charge": -1,
  "e_homo_ha": [0.0067, -0.1193]
}

---

(4)
{
  "formula": "C15H44O13PS",
  "method": "ωB97M-V/def2-TZVPD",
  "elements": ["O", "P", "O", "S", "O", "O", "C", "O", "O", "H", "H", "C", "C", "O", "H", "H", "H", "H", "H", "H", "C", "C", "O", "H", "H", "H", "H", "H", "H", "C", "C", "O", "H", "H", "H", "H", "H", "H", "C", "C", "O", "H", "H", "H", "H", "H", "H", "C", "C", "O", "H", "H", "H", "H", "H", "H", "C", "C", "O", "H", "H", "H", "H", "H", "H", "C", "C", "O", "H", "H", "H", "H", "H", "H"],
  "xyz": [[4.142, -3.806, -0.801], [3.839, -4.137, -2.278], [3.566, -2.733, -3.255], [1.920, -2.214, -3.035], [1.890, -1.869, -1.579], [1.062, -3.550, -3.495], [0.166, -4.185, -2.595], [-0.651, -5.012, -3.157], [0.097, -4.141, -1.232], [2.785, -5.099, -2.343], [5.006, -4.775, -2.835], [-4.150, -4.155, -0.168], [-3.480, -3.026, -0.927], [-2.494, -2.410, -0.113], [-4.615, -3.778, 0.748], [-4.917, -4.637, -0.781], [-3.416, -4.907, 0.133], [-4.213, -2.265, -1.207], [-3.002, -3.398, -1.838], [-1.844, -3.089, 0.122], [5.714, -1.423, 1.548], [4.957, -0.321, 0.839], [5.494, -0.122, -0.461], [6.776, -1.172, 1.625], [5.316, -1.585, 2.553], [5.648, -2.360, 0.988], [5.043, 0.619, 1.389], [3.897, -0.572, 0.747], [5.403, -0.960, -0.937], [5.347, -1.366, -6.512], [4.282, -0.306, -6.712], [3.595, -0.064, -5.492], [4.898, -2.297, -6.155], [5.879, -1.566, -7.445], [6.070, -1.050, -5.755], [3.549, -0.635, -7.452], [4.726, 0.633, -7.059], [4.246, 0.235, -4.844], [1.068, 0.497, 3.728], [2.142, -0.249, 2.961], [3.252, -0.521, 3.811], [1.462, 1.436, 4.125], [0.212, 0.716, 3.086], [0.724, -0.092, 4.584], [2.498, 0.350, 2.121], [1.758, -1.197, 2.570], [2.930, -1.058, 4.546], [-0.411, 4.435, 4.471], [-1.052, 3.632, 5.585], [-0.195, 3.602, 6.722], [0.553, 4.000, 4.191], [-1.055, 4.462, 3.590], [-0.215, 5.461, 4.797], [-1.226, 2.603, 5.263], [-2.013, 4.068, 5.880], [-0.054, 4.514, 7.004], [-2.743, 6.300, 0.695], [-3.478, 5.203, 1.441], [-2.952, 5.065, 2.756], [-1.675, 6.075, 0.639], [-3.134, 6.412, -0.319], [-2.840, 7.256, 1.218], [-3.360, 4.247, 0.928], [-4.547, 5.428, 1.511], [-3.067, 5.912, 3.207], [-7.815, -0.755, -0.979], [-7.145, 0.373, -1.739], [-6.156, 0.994, -0.928], [-8.279, -0.379, -0.064], [-8.582, -1.236, -1.592], [-7.081, -1.508, -0.678], [-7.878, 1.133, -2.019], [-6.668, 0.001, -2.651], [-5.506, 0.319, -0.691]],
  "forces_ev_per_angstrom": [[-0.470, -0.657, -3.523], [1.494, 1.753, 3.672], [-0.827, -3.355, 1.199], [0.242, 2.143, 2.512], [-0.374, -1.195, -3.499], [0.871, 0.835, 1.530], [-5.494, -5.370, 5.117], [2.923, 2.995, -0.306], [2.149, 1.672, -5.513], [0.239, 0.765, -0.592], [-0.858, 0.571, -0.390], [-0.221, -0.095, 0.032], [0.514, -0.310, 0.176], [-0.229, 0.211, 0.223], [-0.026, 0.045, -0.088], [0.028, -0.063, 0.043], [-0.014, 0.019, -0.176], [0.097, 0.098, 0.072], [-0.139, -0.081, -0.053], [0.165, 0.178, -0.415], [0.126, -0.192, 0.230], [-0.013, -0.443, -0.042], [0.165, 0.212, -0.384], [-0.067, 0.110, 0.028], [-0.001, -0.003, -0.072], [-0.177, 0.050, 0.027], [0.040, 0.027, -0.180], [0.035, -0.046, 0.116], [-0.113, 0.127, 0.147], [0.075, -0.175, -0.098], [0.232, -0.002, 0.397], [-0.145, 0.118, -0.038], [-0.028, 0.096, -0.069], [0.040, -0.004, 0.056], [0.017, 0.040, -0.099], [-0.068, 0.082, 0.174], [0.047, -0.049, -0.213], [-0.196, -0.110, -0.065], [-0.099, 0.162, -0.017], [-0.292, -0.151, 0.297], [0.279, 0.023, 0.101], [-0.004, -0.041, -0.082], [-0.003, -0.033, 0.067], [-0.072, -0.030, -0.091], [0.095, -0.104, 0.158], [-0.081, 0.121, -0.183], [0.076, 0.104, -0.192], [0.036, -0.101, -0.299], [0.219, 0.416, -0.058], [0.032, -0.154, 0.323], [-0.085, -0.044, 0.071], [0.149, 0.038, 0.152], [-0.094, 0.018, 0.000], [0.092, 0.044, 0.187], [-0.113, -0.075, -0.168], [-0.006, -0.219, -0.092], [0.084, 0.029, -0.136], [0.015, 0.329, 0.049], [-0.165, -0.054, 0.071], [-0.108, -0.062, -0.040], [0.036, 0.049, 0.049], [-0.098, -0.007, -0.068], [0.010, 0.018, 0.221], [-0.035, -0.062, -0.190], [0.042, -0.197, -0.080], [-0.154, -0.079, 0.027], [0.271, -0.282, 0.227], [0.028, 0.161, 0.013], [-0.005, 0.036, -0.116], [0.041, -0.047, 0.053], [-0.040, -0.016, -0.122], [0.174, 0.066, 0.076], [-0.179, -0.035, -0.100], [-0.084, 0.181, -0.043]],
  "lowdin_charge": [-0.46, 0.70, -0.56, 0.97, -0.42, -0.30, -0.68, -0.09, -0.15, 0.04, 0.01, -0.10, -0.33, -0.09, 0.07, 0.07, 0.08, 0.09, 0.11, 0.07, -0.09, -0.33, -0.09, 0.07, 0.06, 0.06, 0.11, 0.09, 0.07, -0.10, -0.33, -0.09, 0.07, 0.07, 0.07, 0.11, 0.10, 0.09, -0.10, -0.32, -0.09, 0.07, 0.08, 0.07, 0.10, 0.12, 0.08, -0.09, -0.32, -0.09, 0.07, 0.05, 0.07, 0.11, 0.11, 0.08, -0.10, -0.31, -0.11, 0.08, 0.07, 0.07, 0.12, 0.11, 0.09, -0.10, -0.33, -0.09, 0.07, 0.07, 0.07, 0.11, 0.11, 0.08],
  "homo_lumo_gap_ev": 7.1,
  "total_charge": -1,
  "e_homo_ha": -0.1810
}

---

(5)
{
  "formula": "C9H16N",
  "method": "ωB97M-V/def2-TZVPD",
  "elements": ["C", "C", "C", "C", "C", "C", "C", "H", "H", "H", "H", "H", "H", "H", "H", "C", "C", "N", "H", "H", "H", "H", "H", "H", "H", "H"],
  "xyz": [[1.502, -2.040, -0.763], [-0.789, -1.279, -1.490], [0.061, -1.654, -0.519], [-2.118, -0.997, -1.131], [-2.654, -1.212, 0.194], [-0.367, -1.869, 0.773], [-1.663, -1.596, 1.183], [-0.439, -1.205, -2.494], [-2.806, -0.574, -1.855], [1.946, -2.707, 0.078], [2.271, -1.408, -1.159], [-3.674, -1.080, 0.440], [0.400, -2.294, 1.418], [-2.059, -1.741, 2.136], [1.609, -2.874, -1.541], [0.592, 2.547, 1.113], [1.888, 2.659, 0.246], [-0.201, 1.589, 0.124], [0.831, 2.180, 2.183], [0.082, 3.412, 1.316], [2.618, 3.374, 0.694], [1.645, 2.883, -0.781], [0.231, 0.653, -0.009], [-1.089, 1.437, 0.424], [-0.261, 2.050, -0.760], [2.445, 1.746, 0.178]],
  "forces_ev_per_angstrom": [[1.137, -4.234, -0.393], [-2.012, 1.091, -0.200], [2.640, -1.150, 0.771], [-1.452, -0.001, 1.187], [4.567, 0.003, -1.011], [-0.229, 0.243, 1.312], [-1.754, 0.251, -2.871], [-0.036, 0.230, -0.645], [0.063, -0.358, -0.256], [-0.720, 1.803, -0.812], [0.043, 1.241, 0.276], [-0.766, 0.244, 0.115], [-0.497, 0.276, 0.402], [0.017, -0.420, 1.657], [-0.853, 1.026, 0.461], [3.246, -3.495, -0.896], [0.344, 1.348, 1.700], [2.844, 0.678, 1.686], [-0.665, -0.534, -2.032], [-1.577, 2.215, -0.477], [-0.748, -0.237, -0.621], [-0.012, 0.739, -0.270], [-0.048, 0.410, 0.171], [-3.633, -0.853, 1.185], [0.087, 0.375, -0.814], [0.015, -0.893, 0.377]],
  "lowdin_charge": [-0.06, -0.07, -0.36, -0.07, -0.03, -0.07, -0.05, 0.12, 0.10, 0.11, 0.06, 0.09, 0.11, 0.08, 0.11, -0.09, -0.07, 0.21, 0.16, 0.08, 0.11, 0.07, 0.14, 0.10, 0.15, 0.07],
  "homo_lumo_gap_ev": 9.7,
  "total_charge": 1,
  "e_homo_ha": -0.4672
}

---

(6)
{
  "formula": "C5H14",
  "method": "ωB97M-V/def2-TZVPD",
  "elements": ["C", "C", "C", "H", "H", "H", "H", "H", "H", "H", "H", "C", "C", "H", "H", "H", "H", "H", "H"],
  "xyz": [[-0.791, 1.913, -1.332], [-1.408, 1.146, -0.207], [-2.510, 0.147, -0.570], [-1.525, 2.552, -1.709], [0.030, 2.540, -0.987], [-0.403, 1.336, -2.224], [-0.600, 0.505, 0.352], [-1.893, 1.846, 0.491], [-2.407, -0.816, -0.049], [-3.470, 0.651, -0.366], [-2.540, 0.107, -1.719], [1.530, -0.936, 0.897], [2.662, -1.906, 1.105], [2.014, -0.053, 0.408], [0.881, -1.450, 0.192], [1.105, -0.787, 1.916], [2.409, -3.007, 1.339], [3.640, -1.983, 0.450], [3.275, -1.806, 2.012]],
  "forces_ev_per_angstrom": [[1.443, -0.714, -0.800], [1.233, -2.113, 2.006], [-0.619, 1.135, -2.179], [-1.190, 1.259, -0.869], [0.042, 0.001, 0.060], [-0.437, 0.142, 1.162], [-1.300, 1.614, -0.775], [0.772, -0.078, 0.073], [-0.261, 0.325, -0.521], [0.113, -0.697, 0.269], [0.162, -0.832, 1.574], [1.517, -0.303, -0.167], [3.854, -3.393, 1.002], [-1.085, -0.282, 0.706], [-0.603, 0.569, 0.111], [-0.180, 0.430, -1.140], [-0.345, 1.487, -1.007], [-2.516, 0.427, 0.036], [-0.600, 1.025, 0.461]],
  "lowdin_charge": [-0.15, -0.35, -0.13, 0.04, 0.07, 0.09, 0.09, 0.10, 0.07, 0.06, 0.09, -0.19, -0.24, 0.08, 0.06, 0.08, 0.08, 0.10, 0.04],
  "homo_lumo_gap_ev": 12.1,
  "smiles": "CCC.CC",
  "e_homo_ha": -0.4064
}

---

Computed maximum force, in the same sequence as the records: 1.1; 11.3; 5.2; 9.2; 4.9; 5.2 eV/Å.